# 1
A molecular structure, C31H75N7O7P2S at a distorted geometry, computed with ωB97M-V/def2-TZVPD.

The calculation puts the HOMO energy at -8.320 eV. As for the energy relative to the best compared isomer or geometry (same formula, charge and spin): 0.0 kcal per mole. For the HOMO-LUMO gap, the calculation gives 8.80 eV.

```
! wB97M-V def2-TZVPD RIJCOSX def2/J DEFGRID3
* xyz 0 1
C 3.116 -0.878 3.033
C 1.657 -0.450 3.248
C 1.438 1.057 3.034
C 0.556 1.427 1.826
N -0.215 2.617 2.175
C -1.194 3.167 1.222
C -2.446 3.493 2.028
C -3.730 3.483 1.191
C -4.277 2.051 1.196
C -5.568 1.869 0.402
C -5.718 0.500 -0.266
C -5.841 -0.672 0.708
C -4.485 -1.248 1.170
C -4.085 -2.528 0.437
C -2.565 -2.794 0.537
C -1.872 -2.670 -0.817
C -0.334 -2.735 -0.750
C 0.245 -1.669 -1.672
O 1.623 -1.812 -1.928
C 2.441 -1.154 -0.993
C -0.563 4.468 0.637
O -0.799 4.473 -0.781
S -0.876 2.979 -1.264
O 0.419 2.430 -1.471
O -1.835 2.937 -2.309
O -1.488 2.395 0.063
H 3.683 -0.834 3.959
H 3.164 -1.907 2.687
H 3.623 -0.232 2.321
H 0.969 -1.052 2.660
H 1.447 -0.633 4.300
H 2.378 1.602 2.963
H 0.896 1.445 3.897
H 1.222 1.593 0.972
H -0.095 0.603 1.545
H 0.401 3.350 2.494
H -2.527 2.707 2.775
H -2.284 4.412 2.584
H -3.565 3.773 0.155
H -4.457 4.137 1.673
H -4.462 1.776 2.234
H -3.490 1.435 0.773
H -6.447 2.066 1.016
H -5.586 2.624 -0.389
H -6.655 0.552 -0.826
H -4.944 0.333 -1.018
H -6.437 -1.470 0.269
H -6.389 -0.320 1.584
H -3.707 -0.513 0.985
H -4.508 -1.411 2.248
H -4.636 -3.378 0.830
H -4.304 -2.368 -0.619
H -2.112 -2.043 1.189
H -2.344 -3.764 0.981
H -2.145 -1.696 -1.237
H -2.256 -3.431 -1.494
H 0.009 -2.610 0.276
H 0.001 -3.689 -1.153
H -0.252 -1.767 -2.630
H 0.010 -0.670 -1.288
H 2.673 -0.135 -1.310
H 3.359 -1.724 -0.888
H 1.969 -1.110 -0.012
H 0.518 4.493 0.771
H -0.916 5.393 1.077
O 6.273 -1.403 4.335
P 7.731 -1.217 4.185
N 8.072 -1.541 2.558
C 9.324 -2.029 2.020
C 7.418 -0.613 1.648
N 8.385 -2.475 5.202
C 8.772 -3.758 4.632
C 7.550 -2.685 6.382
N 8.928 -0.019 4.540
C 10.210 -0.433 5.081
C 8.395 1.124 5.304
H 10.104 -1.253 1.965
H 9.147 -2.393 1.006
H 9.710 -2.871 2.578
H 7.947 0.351 1.590
H 6.394 -0.424 1.971
H 7.370 -1.043 0.647
H 8.017 -4.179 3.955
H 8.944 -4.469 5.441
H 9.722 -3.690 4.105
H 6.671 -3.303 6.171
H 7.195 -1.736 6.785
H 8.147 -3.172 7.158
H 10.148 -0.835 6.096
H 10.849 0.454 5.094
H 10.699 -1.165 4.441
H 8.150 0.858 6.341
H 7.487 1.504 4.831
H 9.118 1.939 5.319
O -5.230 -1.757 -5.781
P -5.064 -0.290 -5.861
N -4.377 0.185 -4.392
C -4.511 1.472 -3.751
C -3.059 -0.377 -4.169
N -6.716 0.271 -5.971
C -7.427 0.698 -4.775
C -7.540 -0.660 -6.736
N -4.379 0.878 -6.939
C -5.102 2.108 -7.208
C -3.887 0.287 -8.196
H -3.896 2.256 -4.216
H -4.190 1.387 -2.710
H -5.539 1.809 -3.716
H -2.277 0.161 -4.725
H -3.037 -1.426 -4.468
H -2.821 -0.331 -3.109
H -7.323 0.000 -3.933
H -8.489 0.799 -5.008
H -7.110 1.689 -4.454
H -7.865 -1.522 -6.142
H -6.998 -1.044 -7.600
H -8.423 -0.133 -7.106
H -6.024 1.960 -7.775
H -4.432 2.747 -7.788
H -5.334 2.645 -6.290
H -4.703 -0.046 -8.852
H -3.252 -0.575 -7.985
H -3.281 1.011 -8.742
*
```

# 2
13 unconnected molecules or ions with the total composition C31H76N14O25 at a distorted geometry, computed with ωB97M-V/def2-TZVPD.

The calculation puts the HOMO energy (spin up / spin down) at -10.894 / -10.894 eV. For the HOMO-LUMO gap (spin up / spin down), the calculation gives 8.48 / 2.88 eV.

```
! wB97M-V def2-TZVPD RIJCOSX def2/J DEFGRID3
* xyz 1 2
C 4.038 0.425 -4.211
C 4.646 -0.480 -5.311
O 4.224 -0.011 -6.596
C 3.235 -0.576 -7.354
O 2.461 -1.438 -7.012
O 3.345 -0.090 -8.562
C 2.413 -0.274 -9.561
H 4.487 1.418 -4.206
H 4.145 -0.042 -3.232
H 2.982 0.539 -4.457
H 4.341 -1.526 -5.280
H 5.735 -0.511 -5.291
H 2.921 -0.422 -10.514
H 1.938 0.699 -9.685
H 1.590 -0.935 -9.288
C -6.019 -1.095 -1.226
C -5.395 -0.510 -0.034
O -5.295 -1.441 1.051
C -6.356 -1.647 1.821
O -7.503 -1.148 1.742
O -5.928 -2.367 2.871
C -6.853 -2.867 3.841
H -5.694 -2.120 -1.402
H -5.680 -0.520 -2.088
H -7.107 -1.118 -1.168
H -5.887 0.381 0.354
H -4.374 -0.217 -0.279
H -7.064 -2.131 4.617
H -6.366 -3.758 4.238
H -7.847 -3.092 3.455
C 2.388 0.002 -0.745
C 1.008 0.257 -1.305
O 0.025 -0.270 -0.407
C -0.696 0.488 0.415
O -0.570 1.710 0.478
O -1.376 -0.362 1.205
C -2.171 0.259 2.197
H 2.599 -0.079 0.321
H 3.193 0.623 -1.139
H 2.632 -0.952 -1.213
H 1.037 -0.218 -2.285
H 0.748 1.287 -1.548
H -2.619 1.172 1.807
H -1.698 0.464 3.157
H -3.000 -0.428 2.366
C -5.624 1.931 3.395
C -4.965 1.919 4.781
O -3.859 0.964 4.881
C -4.057 -0.428 5.227
O -5.153 -0.894 5.540
O -2.878 -1.013 5.250
C -2.749 -2.266 5.717
H -6.396 2.674 3.593
H -6.301 1.093 3.229
H -4.900 1.921 2.580
H -5.754 1.672 5.491
H -4.577 2.885 5.102
H -1.666 -2.299 5.830
H -3.093 -2.988 4.976
H -3.159 -2.483 6.704
C -3.082 4.276 1.462
C -4.411 4.959 0.943
O -5.199 3.886 0.537
C -6.552 4.130 0.277
O -7.144 5.240 0.469
O -6.991 2.983 -0.176
C -8.398 2.851 -0.589
H -2.480 4.995 2.016
H -2.373 3.790 0.791
H -3.229 3.591 2.297
H -4.143 5.556 0.071
H -4.737 5.770 1.594
H -8.524 1.929 -1.155
H -8.698 3.688 -1.220
H -9.201 2.889 0.148
C 4.850 -6.872 -6.584
C 5.792 -5.679 -6.886
O 5.529 -4.546 -6.047
C 5.976 -4.592 -4.764
O 6.945 -5.220 -4.283
O 5.143 -3.831 -4.012
C 5.309 -3.667 -2.567
H 4.997 -7.591 -7.389
H 3.789 -6.821 -6.339
H 5.393 -7.372 -5.781
H 5.713 -5.441 -7.947
H 6.851 -5.910 -6.773
H 6.310 -3.339 -2.290
H 5.042 -4.622 -2.115
H 4.643 -2.864 -2.248
C 2.326 5.132 -2.222
O 1.735 5.957 -2.907
N 3.139 5.388 -1.244
N 2.344 3.836 -2.368
H 3.405 6.317 -0.948
H 3.720 4.597 -1.007
H 2.650 3.252 -1.603
H 1.940 3.435 -3.203
C 2.195 -0.468 3.562
O 2.990 -0.833 2.710
N 1.134 -1.138 3.792
N 2.383 0.466 4.343
H 0.489 -0.998 4.557
H 0.658 -1.773 3.168
H 3.304 0.848 4.508
H 1.606 0.795 4.899
C 2.013 -3.997 0.609
O 1.822 -4.859 -0.233
N 2.024 -4.227 1.895
N 2.240 -2.742 0.365
H 2.081 -3.490 2.583
H 2.027 -5.172 2.251
H 2.127 -2.443 -0.593
H 2.477 -2.094 1.102
C 4.624 2.249 0.560
O 3.930 2.992 -0.053
N 5.949 2.191 0.493
N 4.188 1.544 1.598
H 6.549 1.674 1.119
H 6.369 2.706 -0.268
H 4.906 0.862 1.797
H 3.329 1.487 2.126
C 0.116 1.698 6.562
O 0.459 2.169 5.468
N -0.697 0.673 6.745
N 0.432 2.241 7.634
H -0.981 0.252 5.872
H -1.193 0.625 7.624
H 0.990 3.073 7.507
H 0.276 1.706 8.477
C 1.457 -3.082 -3.589
O 2.001 -2.117 -3.162
N 1.265 -3.286 -4.848
N 1.101 -4.135 -2.886
H 0.738 -4.109 -5.104
H 1.558 -2.617 -5.546
H 1.497 -4.239 -1.962
H 0.683 -4.905 -3.389
C 0.620 4.571 2.685
O 0.789 5.592 3.317
N 0.260 3.361 3.032
N 0.887 4.489 1.400
H 0.082 2.665 2.322
H 0.138 3.186 4.019
H 0.721 3.545 1.083
H 1.504 5.218 1.071
*
```

no.,DFT total energy (eV)
1,-87538.3126
2,-105421.8962